Version a
This record from the Open Molecules 2025 dataset describes a cluster of 2 separate species, C4H12NO2 in total. The level of theory is ωB97M-V with the def2-TZVPD basis set.

Calculated values
HOMO: -2.82 eV
E_LUMO: 3.974 eV
Total charge: -1
Frontier orbital gap: 6.79 eV

Cartesian coordinates (Å):
H (3.1436, 1.1915, -1.0367)
H (-1.9920, 1.2914, 1.9219)
H (-2.4126, -1.2122, 1.9545)
H (-3.4169, -0.3264, 0.7972)
C (-2.3875, -0.6230, 1.0342)
H (2.4140, -0.6067, -0.0490)
C (-1.5115, 0.6026, 1.2201)
H (0.3601, -1.7128, -0.3129)
H (0.4111, 0.1982, 0.9913)
H (1.6158, 2.0187, -0.7603)
H (-2.0155, -1.2740, 0.2430)
N (1.6044, -0.0342, -0.2501)
O (1.3720, -1.5671, -2.0849)
H (-1.4123, 1.1294, 0.2604)
C (2.0621, 1.0736, -1.0893)
H (1.7962, 0.9127, -2.1370)
O (-0.2484, 0.2833, 1.7417)
C (0.7402, -0.9956, -1.0783)
H (-0.1226, -0.3495, -1.3657)

=====

Version b
This record from the Open Molecules 2025 dataset describes a cluster of 2 separate species, C4H12NO2 in total. The level of theory is ωB97M-V with the def2-TZVPD basis set.

Calculated values
HOMO: -3.65 eV
E_LUMO: 4.149 eV
Total charge: -1
Frontier orbital gap: 7.80 eV

Cartesian coordinates (Å):
H (2.5178, -0.4733, 1.1084)
H (-2.2753, -0.0713, -2.4814)
H (-2.0480, -0.8167, 0.0094)
C (-1.6716, 0.0442, 0.6063)
C (-0.3311, -0.3624, 1.2594)
H (0.1680, -0.7474, -0.7913)
H (-1.4695, 0.7729, -1.4908)
H (2.4067, 1.6313, -0.6213)
H (0.0655, 0.5539, 1.6890)
C (0.6148, -0.9224, 0.1893)
H (0.7135, -1.9823, 0.3662)
O (-1.5044, 1.1741, -0.1616)
H (0.8575, 1.3742, -0.2517)
H (2.5776, -0.7202, -0.6231)
H (-2.4365, 0.1575, 1.4030)
N (1.8136, 1.1670, 0.0514)
H (-0.5005, -1.0123, 2.1099)
C (1.9920, -0.2493, 0.1770)
O (-1.4901, 0.4825, -2.5481)

=====

Which structure above is the least stable one? version a is the least stable one.